No. 1
DFT (wB97M-V/def2-TZVPD) results for a 7-piece molecular cluster, C21H25Cl12F13N2S overall in a non-equilibrium geometry.

The geometry in XYZ format:
```
74
Properties=species:S:1:pos:R:3:forces:R:3
C -2.149660 -2.041373 1.009854 0.4 -0.5 -0.2
C -1.111160 -1.913854 2.201797 -0.7 0.8 0.0
S 0.424515 -2.901243 1.886983 0.0 0.1 -0.5
C 1.754679 -2.263005 2.999826 -0.5 0.1 1.5
C 3.210114 -2.492575 2.434478 0.0 -0.5 -0.9
C 4.160878 -3.210709 3.444549 -0.3 0.6 0.2
N 4.849323 -3.719765 4.237047 -1.3 1.0 -1.6
C 3.886389 -1.173230 1.835918 1.0 -0.1 -0.7
C 3.155680 -0.669231 0.556053 -1.2 -0.8 0.9
N 2.380215 -0.434639 -0.284781 1.8 -0.2 1.4
C 4.154377 -0.040312 2.913017 0.0 -0.3 0.0
C 3.021835 1.057262 3.026268 0.2 0.7 1.2
C 3.530149 2.523648 2.674880 0.7 -1.6 0.8
F 4.300178 2.991010 3.755293 -1.0 -0.5 -1.7
F 4.382991 2.410355 1.574583 -1.1 0.9 1.1
C 2.339482 3.554073 2.470357 -0.4 0.1 1.4
F 2.648311 4.774988 3.053477 -0.4 -1.6 -1.4
F 1.262557 3.053576 3.225350 1.5 0.6 -1.2
C 1.802046 3.683712 0.985379 -1.7 0.1 0.6
F 0.509165 4.212874 1.087983 1.9 -0.8 -0.2
F 1.651472 2.409466 0.473543 0.6 1.7 0.5
C 2.613688 4.682824 0.050526 -0.3 1.8 0.2
F 1.928812 5.901376 0.101976 1.0 -1.9 -0.1
F 3.887378 4.974950 0.529228 -1.8 -1.1 -0.8
C 2.671458 4.283977 -1.483785 -0.1 1.3 -1.2
F 1.462921 3.795652 -1.963812 1.9 0.4 1.3
F 2.876930 5.478542 -2.184522 0.0 -1.8 1.1
C 3.866358 3.335471 -1.901819 0.9 -1.4 -1.9
F 5.101178 3.920340 -1.808155 -2.1 -0.7 0.3
F 3.676603 3.051681 -3.255231 0.2 0.5 2.1
F 3.885701 2.130418 -1.257347 -0.2 2.1 -0.5
H -2.426590 -3.123711 0.853045 0.3 1.1 0.1
H -1.729344 -1.644825 0.047892 -0.2 -0.5 1.1
H -3.113671 -1.490978 1.215085 1.3 -0.5 0.0
H -1.619543 -2.251093 3.141377 0.8 0.2 -0.9
H -0.884089 -0.810035 2.315827 0.2 -1.4 -0.2
H 1.516669 -1.182230 3.218725 0.5 -1.1 -0.3
H 1.660102 -2.821175 3.977775 0.2 0.7 -1.0
H 3.132978 -3.206278 1.555027 0.0 0.7 1.0
H 4.908604 -1.514889 1.477733 -1.2 0.4 0.3
H 5.182451 0.375129 2.702870 -1.3 -0.1 0.2
H 4.249432 -0.561825 3.916280 -0.1 0.6 -1.2
H 2.071122 0.824828 2.477717 1.1 0.2 0.2
H 2.738368 1.113818 4.124049 0.2 0.1 -1.3
C -4.221878 -0.536810 4.120599 0.0 0.1 0.1
Cl -4.508708 -2.114040 3.377617 -0.1 0.0 0.2
Cl -2.506543 -0.088729 4.060722 -0.5 0.5 0.5
H -4.798249 0.214095 3.587351 0.2 -0.1 -0.1
H -4.538163 -0.576277 5.160008 0.1 -0.1 -0.1
C -3.358326 -0.407193 -2.347540 -0.1 0.1 0.0
Cl -3.185886 -2.166374 -2.252571 -0.2 0.1 -0.2
Cl -1.921645 0.416422 -1.727928 -0.2 -0.2 0.3
H -3.505489 -0.123708 -3.387422 0.1 -0.1 0.1
H -4.219883 -0.105210 -1.756610 0.1 -0.1 0.0
C -3.213131 -4.592467 -4.987775 -0.1 0.2 0.0
Cl -2.834997 -5.293226 -3.410838 0.0 0.0 0.0
Cl -2.649750 -5.627437 -6.304510 -0.1 -0.1 -0.1
H -4.290611 -4.472189 -5.070687 0.1 -0.1 0.0
H -2.725302 -3.624395 -5.068327 0.1 -0.2 0.0
C -0.282419 3.403193 -4.767976 0.1 0.0 0.0
Cl -1.162527 1.974328 -4.211913 0.3 0.3 -0.2
Cl -1.027320 4.100356 -6.212726 0.1 0.1 0.0
H -0.286062 4.148054 -3.976010 -0.1 -0.1 -0.1
H 0.740269 3.117126 -5.002318 -0.2 0.0 0.0
C -0.133300 -3.636173 -8.142517 0.0 -0.2 0.0
Cl 0.301722 -2.587003 -9.496583 0.0 -0.1 0.0
Cl -0.884601 -2.718075 -6.832970 0.1 0.1 0.0
H -0.835795 -4.389399 -8.491132 0.0 0.2 0.0
H 0.766436 -4.115419 -7.764486 -0.1 0.2 0.0
C -8.651013 -1.049040 3.538666 -0.2 -0.1 0.0
Cl -8.053782 -1.907451 2.114975 -0.1 0.0 0.0
Cl -7.331984 -0.268871 4.422782 -0.3 0.1 0.1
H -9.358486 -0.287567 3.219867 0.2 0.0 0.0
H -9.143631 -1.759517 4.197938 0.2 0.0 -0.1
```
Forces are in eV/Å.

Properties
Orbital gap ... 9.08 eV
Structure (SMILES) ... CCSC[C@H](C#N)[C@@H](C#N)CCC(F)(F)C(F)(F)C(F)(F)C(F)(F)C(F)(F)C(F)(F)F.ClCCl.ClCCl.ClCCl.ClCCl.ClCCl.ClCCl

***

No. 2
DFT (wB97M-V/def2-TZVPD) results for C21H25ClIN10O2RuS as an isolated structure.

The geometry in XYZ format:
```
62
Properties=species:S:1:pos:R:3:forces:R:3
Ru 0.452381 -0.312732 0.104879 -0.3 0.7 0.5
Cl 6.250528 -3.959565 0.046890 0.1 -0.1 0.0
C 5.121162 -2.729789 0.212801 -0.1 0.0 0.0
C 5.544998 -1.463355 0.600693 0.0 -0.1 0.0
C 4.649933 -0.418369 0.741041 -0.3 0.3 0.0
I 5.273032 1.452095 1.307528 0.0 -0.1 0.0
C 3.258973 -0.638796 0.482462 0.0 0.1 0.1
O 2.362804 0.262659 0.590109 0.2 -0.2 -0.1
C 2.833422 -1.962186 0.083512 -0.3 0.1 0.0
N 1.493131 -2.110928 -0.130394 0.0 -0.2 -0.1
C 1.019310 -3.311042 -0.478184 0.1 0.2 0.1
C 1.857275 -4.411650 -0.626753 0.1 -0.1 0.0
C 3.209971 -4.268452 -0.416908 0.1 -0.1 0.0
C 3.725523 -3.009831 -0.051825 0.2 -0.3 0.0
H 6.598149 -1.301887 0.794775 0.0 0.0 0.0
H -0.045598 -3.398865 -0.638708 0.0 0.0 0.0
H 1.431925 -5.368989 -0.902130 0.0 0.1 0.0
H 3.877483 -5.116517 -0.525767 -0.1 0.1 0.0
C 0.310309 4.308116 2.822339 0.0 0.0 -0.1
N 0.228732 2.894773 2.415489 0.2 -0.1 0.1
C 1.212693 2.031623 3.082898 -0.1 0.2 0.1
C -0.597293 2.427528 1.484605 0.1 0.2 0.1
O -0.378646 1.246847 0.965521 0.4 -0.6 -0.5
N -1.657477 3.100926 1.038679 -0.3 0.0 -0.1
C -2.303346 2.711847 -0.219864 0.0 0.0 0.1
C -2.474241 4.019592 1.855123 0.1 0.1 -0.1
H 1.338623 4.504884 3.115810 0.0 0.0 -0.1
H -0.321153 4.533422 3.676201 -0.1 0.0 0.1
H 0.064445 4.965629 1.995834 -0.1 0.0 -0.1
H 0.990201 1.966648 4.147603 -0.1 0.1 0.0
H 2.204976 2.462968 2.965767 0.0 0.0 -0.1
H 1.214713 1.040920 2.661925 -0.1 -0.2 -0.1
H -1.637440 2.112581 -0.826685 0.1 0.0 0.0
H -2.567292 3.617109 -0.766372 0.0 0.0 0.0
H -3.219946 2.150249 -0.025376 0.0 0.0 0.0
H -2.310915 3.860117 2.911778 0.1 -0.1 0.1
H -3.519620 3.801637 1.644661 0.0 -0.1 0.0
H -2.294181 5.064091 1.608963 0.1 0.0 0.0
N 0.264918 3.199507 -3.704446 0.1 0.1 0.4
N 0.816859 2.061202 -3.187134 -0.2 0.2 -0.3
N 2.061137 1.722519 -3.436206 -0.1 -0.1 0.0
C 2.194555 0.637259 -2.693070 0.0 -0.3 0.1
N 1.058450 0.337599 -2.043646 -0.2 0.5 0.0
N 0.175677 1.294107 -2.366700 0.4 -0.1 -0.2
H 0.836462 3.559688 -4.456650 0.0 -0.1 -0.1
H -0.714662 3.081685 -3.920391 0.0 -0.1 -0.1
H 3.098257 0.046177 -2.671506 -0.1 0.1 0.1
N -5.821176 -3.520048 -0.204420 0.2 0.0 0.0
C -4.860439 -3.440378 -1.134046 -0.1 -0.1 0.0
S -4.816545 -4.291992 -2.527060 0.0 0.0 0.0
C -3.681393 -2.577516 -0.822222 0.0 0.0 0.2
C -3.029647 -1.887393 -1.847442 -0.2 0.0 0.0
C -1.888374 -1.185700 -1.575706 0.2 0.0 0.3
N -1.352605 -1.149135 -0.328725 0.0 -0.1 -0.1
C -1.993054 -1.785490 0.678693 0.2 0.2 -0.3
C -3.150338 -2.489128 0.470756 -0.2 -0.2 -0.1
H -6.600595 -4.139329 -0.362246 0.0 0.0 0.0
H -5.850206 -2.940735 0.616293 0.0 0.1 0.0
H -3.418565 -1.921918 -2.856189 0.0 0.0 0.0
H -1.365240 -0.644395 -2.347987 0.1 0.0 0.0
H -1.553681 -1.717971 1.665101 0.1 0.0 0.0
H -3.607352 -3.001921 1.306053 0.0 0.0 0.0
```
Forces are in eV/Å.

Properties
Total charge ... +3
Spin multiplicity ... 5
Orbital gap (alpha / beta) ... 5.91 / 4.01 eV

***

Values for DFT total energy, hartree, ordered as above
-8143.34541; -2763.24072